Record 1
Computed, not measured: C29H32CoN3O3PSe as an isolated structure at a distorted geometry, with ωB97M-V/def2-TZVPD.

Structure (XYZ):
```
70
C29H32CoN3O3PSe ωB97M-V/def2-TZVPD
C -3.66 3.32 -1.45
H 2.40 -2.77 5.10
C -1.37 2.23 1.27
H 3.25 1.37 1.01
C 3.10 1.14 -0.04
H -0.38 2.38 -1.32
C -0.01 2.39 3.25
H 0.24 2.88 4.19
O -1.81 -1.23 0.25
C 0.05 -1.98 -2.51
Co -0.62 -0.12 -0.67
H -3.70 -0.76 -1.87
N -4.03 -0.13 -0.56
N -2.03 1.11 -0.94
H -1.60 -1.72 -3.87
H 1.56 0.93 3.44
H -2.06 -2.42 -2.31
C 4.05 -2.78 3.72
C 2.74 0.61 -2.75
P 1.09 -0.71 0.78
H 0.86 -2.27 0.66
H -4.29 4.18 -1.65
H 4.58 2.57 -0.68
H 0.30 -3.03 -2.71
C -3.39 1.01 -0.87
C 1.98 -0.08 -1.79
H 5.48 -2.68 2.12
C 3.67 1.56 -2.35
C 2.28 -1.49 1.93
C -3.07 -0.05 -2.42
H -1.81 0.64 1.07
H 4.73 -3.27 4.41
H -1.81 4.38 -1.78
N -5.52 1.84 -1.01
C 0.73 1.28 2.83
C -1.46 2.31 -1.26
C 0.20 -2.55 -0.16
H 0.66 -1.37 -3.18
H 4.25 2.10 -3.09
H -3.23 0.95 -2.00
C -1.41 -1.68 -2.79
H -1.31 -2.91 1.36
H 0.84 -1.69 3.54
H -1.85 -3.19 -0.28
H -1.33 -0.65 2.18
H 1.25 -0.81 -2.13
C -1.25 -0.29 1.15
C -1.06 2.86 2.47
C 2.74 -2.50 4.11
H -0.20 -0.08 0.91
C 3.59 -1.81 1.55
C -0.62 1.13 0.85
H 3.95 -1.60 0.54
O -1.70 -0.38 -2.29
C 0.40 0.65 1.63
C 1.86 -1.87 3.22
C -2.26 3.43 -1.52
C 3.86 1.83 -0.99
H 0.51 -3.56 -0.47
C 2.15 0.18 -0.42
C 4.47 -2.44 2.44
H -1.64 3.72 2.80
H 2.59 0.40 -3.81
Se -5.82 0.12 -0.56
O 0.43 -1.60 -1.19
H -3.36 -0.04 -3.48
H -2.18 2.60 0.65
C -1.24 -2.53 0.34
H 0.37 0.84 -1.46
C -4.20 2.09 -1.12
```

Output
**LUMO (alpha / beta)**: 0.2 / 0.0 eV
**Net charge**: 0
**Kohn-Sham gap (alpha / beta)**: 5.39 / 6.23 eV
**Spin multiplicity**: 4


Record 2
Computed, not measured: C29H32F10N5O4PtS as an isolated structure at a distorted geometry, with ωB97M-V/def2-TZVPD.

Structure (XYZ):
```
82
C29H32F10N5O4PtS ωB97M-V/def2-TZVPD
H 0.31 3.17 5.23
F -0.14 -5.63 2.01
F 6.14 1.49 -0.85
C -2.08 1.54 -2.39
H -0.66 0.90 5.75
O 2.24 -0.58 0.70
C 0.79 2.27 4.83
H 1.66 2.04 5.46
C 2.36 -2.83 -2.01
C 0.23 -1.46 -2.02
C 1.82 -1.12 -0.31
H 1.64 0.43 -5.13
C -3.12 1.38 -0.20
C 2.67 2.16 -1.66
H -3.10 1.87 0.77
H 0.20 -0.05 -4.23
H -1.69 3.48 0.31
F 1.95 2.19 -2.80
C 2.93 2.17 0.68
N 2.58 -2.18 -0.83
H -2.85 3.10 3.58
C 2.06 2.32 -0.41
H -4.06 1.63 -0.70
C -1.60 -4.20 0.80
F 5.05 1.76 1.63
F 4.53 1.74 -3.04
H -1.89 3.08 5.06
N 0.72 2.53 -0.13
F 0.86 -3.43 3.31
H -0.51 -5.17 -3.53
F -0.08 -1.00 2.80
C -1.53 3.25 -0.75
O -0.81 1.99 2.42
H -0.91 -3.97 -2.30
H -1.17 1.84 -2.91
H 1.36 -3.75 -4.35
C -0.56 -2.02 2.06
H 0.12 3.15 -2.12
H 3.37 -2.47 -0.27
C -0.15 1.08 4.80
N -1.96 1.87 -0.97
H -4.23 1.18 4.46
F -3.06 -2.90 -0.41
O -0.93 -1.39 -2.43
H -0.15 -2.82 -4.35
H 0.39 0.17 4.53
C -3.64 1.79 5.14
C 1.99 -1.18 -3.75
C -1.53 -1.76 1.07
C 1.10 -0.42 -4.72
H 0.25 4.43 -0.93
H -2.94 2.07 -2.83
H -3.27 1.13 5.93
C -3.02 -0.13 -0.01
C -0.04 3.38 -1.06
C 4.02 1.89 -1.81
C 4.27 1.89 0.55
H -3.94 -0.48 0.48
C 1.26 -2.23 -2.86
H -2.11 3.96 -1.36
F 2.46 2.30 1.93
H 0.62 -4.88 -2.20
S -1.45 1.24 3.56
H -2.97 -0.61 -0.98
C -0.09 -4.39 -2.88
N 0.65 -0.78 -0.92
H 2.77 -1.72 -4.29
N -1.85 -0.45 0.84
C -2.06 -2.93 0.50
H 1.14 2.49 3.83
H 0.78 -1.06 -5.55
O 3.05 -3.76 -2.37
H -4.29 2.53 5.60
Pt -0.36 0.86 0.36
H 2.50 -0.46 -3.09
C -2.49 2.46 4.40
F -2.14 -5.26 0.19
C 4.84 1.75 -0.71
H -2.18 0.47 -2.53
C 0.59 -3.31 -3.71
C -0.08 -3.28 2.36
C -0.59 -4.39 1.72
```

Output
**LUMO**: 2.1 eV
**Net charge**: -1
**Kohn-Sham gap**: 6.14 eV
**ΔE to the lowest compared entry with this formula, charge and spin**: 4.3 kcal/mol


Record 3
Computed, not measured: C29H32FN4Pd as an isolated structure, with ωB97M-V/def2-TZVPD.

Structure (XYZ):
```
67
C29H32FN4Pd ωB97M-V/def2-TZVPD
H -3.64 -3.78 1.82
H -0.97 3.67 -1.80
C -0.68 0.81 2.30
C -1.65 -0.45 -3.29
N 1.56 1.50 -1.29
C 5.46 -1.82 -0.03
H -3.86 3.28 -0.05
C -2.74 -3.66 1.23
C 4.15 -1.68 -0.36
C -4.04 -0.87 -2.64
C 2.44 2.33 -0.69
H -0.20 -0.16 2.16
H -2.82 -1.53 1.36
H -2.41 -5.78 0.95
F 0.60 -3.17 -1.08
H 6.13 1.49 0.35
Pd 1.46 -0.50 -0.05
H -1.97 1.73 3.81
H -4.11 -1.75 -3.29
C -0.47 -3.29 -0.26
H -1.81 -1.18 -4.09
N 3.69 1.91 -0.34
H -1.80 0.54 -3.70
H 2.85 4.31 0.08
H -0.88 0.48 4.43
H 7.27 -0.72 0.57
C 2.14 3.69 -0.44
C 0.43 1.85 2.43
C -1.55 1.06 1.08
H 0.99 1.71 3.36
H 0.01 2.87 2.44
C 5.59 0.57 0.17
C -2.37 2.18 1.04
H 5.89 -2.81 -0.02
H -2.34 2.89 1.86
C -2.06 -4.78 0.76
N 3.49 -0.47 -0.43
C -1.56 0.15 0.01
H 4.27 2.64 0.03
C -2.27 -2.38 0.97
H 1.07 -2.52 1.72
C -2.61 -0.72 -2.13
C -3.22 2.40 -0.02
C 6.23 -0.66 0.27
H 3.52 -2.54 -0.57
N -0.62 -0.89 -0.07
H -2.32 0.02 3.51
H 0.68 5.22 -0.64
C -0.92 -4.57 -0.01
H 1.14 1.79 1.60
H -0.62 -0.55 -2.96
C -2.49 0.33 -1.03
H 2.64 -1.61 2.07
C 1.73 -1.70 1.47
C 0.01 3.34 -1.48
H -4.37 -0.01 -3.23
C 0.93 4.18 -0.84
H -0.35 -5.39 -0.43
C 0.38 2.03 -1.66
C -1.51 0.76 3.58
H -0.31 1.33 -2.11
H -2.32 -1.68 -1.69
C -1.10 -2.13 0.23
H -4.75 -1.00 -1.82
C 4.26 0.63 -0.20
H -4.00 1.61 -1.85
C -3.29 1.46 -1.04
```

Output
**LUMO (alpha / beta)**: 2.9 / 2.9 eV
**Net charge**: -1
**Kohn-Sham gap (alpha / beta)**: 4.27 / 6.79 eV
**ΔE to the lowest compared entry with this formula, charge and spin**: 1.1 kcal/mol
**Spin multiplicity**: 3


Record 4
Computed, not measured: a 2-piece molecular cluster, C29H32N3O5S2 overall at a distorted geometry, with ωB97M-V/def2-TZVPD.

Structure (XYZ):
```
71
C29H32N3O5S2 ωB97M-V/def2-TZVPD
H -1.59 -2.45 -1.06
C -1.55 -1.86 2.04
O 3.30 -2.64 1.10
H 1.81 2.47 -2.40
C 3.25 -1.46 1.41
H -2.46 -3.77 -3.19
C 1.98 0.59 2.11
H 3.69 2.50 3.91
C -0.53 -1.08 1.47
H -6.30 0.27 2.77
N 4.43 -0.70 1.57
H -1.97 -0.99 -1.97
H -0.12 0.74 0.46
O -0.05 -0.13 -1.70
H -4.27 -2.95 2.16
H 1.93 4.05 -4.29
H 4.29 -0.25 -4.50
C -2.82 -2.81 -2.83
H -1.29 -2.83 2.45
H 3.74 3.24 2.29
H -3.69 -2.99 -2.20
O 4.14 -0.98 -2.40
C 2.46 3.11 -4.34
H 1.01 -2.58 1.24
H -5.25 1.49 0.14
H -5.69 2.08 1.73
C 3.18 2.78 -5.47
C -0.89 0.15 0.93
O -0.47 -2.15 -2.71
S 2.96 -0.16 -1.95
C -5.55 -0.42 2.36
N 3.23 1.21 2.32
C -2.47 1.99 0.43
C -4.86 1.67 1.14
H 4.39 1.30 -6.42
C 1.74 -1.26 -2.59
C -3.87 -2.22 2.87
S 5.86 1.40 2.24
C 4.43 0.60 2.03
H 2.06 -2.09 -3.18
C 1.97 -0.79 1.62
H -3.39 -2.80 3.67
C -2.17 0.64 1.00
H 6.24 -0.80 0.53
H -1.58 2.63 0.53
C 5.67 -1.39 1.25
H -3.97 3.57 0.56
H 3.22 3.46 -6.31
H -6.05 -0.99 1.57
H 6.26 -1.52 2.16
C 3.77 0.70 -4.47
H 5.46 -2.37 0.82
N -4.47 0.36 1.72
O 0.97 1.23 2.36
C -5.00 -1.35 3.43
H -5.81 -1.97 3.86
C 3.21 2.53 2.93
H -3.15 -2.24 -3.70
H -4.62 -0.75 4.26
C -3.69 2.65 1.09
C -2.83 -1.40 2.15
C 3.04 1.03 -3.35
H -3.42 2.95 2.11
C 2.39 2.24 -3.28
C 3.84 1.57 -5.54
C -1.73 -2.06 -2.08
C -3.17 -0.13 1.63
H 2.19 2.88 3.06
C 0.36 -1.12 -2.30
H -2.63 1.89 -0.65
C 0.85 -1.53 1.43
```

Output
**LUMO**: 1.8 eV
**Net charge**: -1
**Kohn-Sham gap**: 5.29 eV


Record 5
Computed, not measured: C29H32N5O2PS2Se2TeTi as an isolated structure, with ωB97M-V/def2-TZVPD.

Structure (XYZ):
```
75
C29H32N5O2PS2Se2TeTi ωB97M-V/def2-TZVPD
H -1.84 0.02 4.98
P 0.81 -1.46 -1.13
C -1.41 -3.27 -1.01
O -1.71 3.08 -0.31
H -0.66 -1.27 4.70
Se 2.02 0.97 1.20
S -3.18 1.24 1.38
C 2.73 -0.63 -2.92
H -1.88 2.50 -2.81
N -0.79 0.23 2.38
H 1.71 -3.92 -2.17
C 3.29 -0.37 -4.17
H 4.31 -0.02 -4.24
C -0.59 3.34 -0.80
H 1.79 2.64 -4.26
C -0.78 -0.20 4.83
H -2.10 4.07 -3.58
H -0.59 5.05 -2.05
C -2.98 -0.37 1.91
H 0.37 4.60 5.92
C -0.41 2.91 -4.36
C -0.17 2.05 3.78
H 1.54 3.48 -1.82
C 0.69 -1.35 -3.98
C -1.95 -4.55 -1.12
H -0.28 3.71 -5.10
C -0.26 0.56 3.64
C -0.45 3.97 -2.16
N -3.96 -1.26 1.83
H 0.31 2.13 5.87
H -0.31 -1.76 -3.91
H 0.86 1.69 -3.09
H -1.59 -6.58 -1.70
Ti -0.78 1.52 0.88
H -0.25 0.08 5.74
C -0.08 4.79 3.83
C 0.12 2.70 4.97
N -1.79 -0.74 2.39
C 0.68 -4.09 -1.87
C 1.49 -4.19 3.98
C 1.25 -1.09 -5.22
H 2.46 -2.60 5.16
C -0.09 -3.03 -1.39
H -1.49 -1.71 2.37
H -0.07 5.87 3.80
C -0.35 4.08 2.68
C 2.55 -0.60 -5.31
N 0.97 3.74 -2.63
C -1.17 -5.59 -1.61
C 1.65 -2.00 3.25
H 3.32 -0.48 -2.02
H -3.88 -2.18 2.23
O 0.45 2.99 -0.16
Te 2.03 0.03 3.43
H -2.98 -4.72 -0.85
C -1.36 3.35 -3.24
H -0.53 4.58 1.74
N -0.39 2.74 2.65
H 2.99 -0.43 -6.29
C 0.16 4.08 5.00
H 0.46 -5.16 2.30
H -0.77 2.03 -4.89
C 1.94 -2.88 4.26
H -2.03 -2.46 -0.65
H 1.35 4.58 -3.05
C 0.87 -4.28 2.77
Se -0.92 0.03 -1.05
C 0.14 -5.36 -1.98
H -4.83 -0.99 1.42
C 1.43 -1.12 -2.82
H 1.63 -5.03 4.65
C 0.90 2.62 -3.65
H 0.75 -6.17 -2.37
S 0.88 -2.79 1.93
H 0.68 -1.29 -6.12
```

Output
**LUMO**: -6.0 eV
**Net charge**: +2
**Kohn-Sham gap**: 6.50 eV
**ΔE to the lowest compared entry with this formula, charge and spin**: 1.7 kcal/mol


Record 6
Computed, not measured: C29H32N5O2PtS2Si as an isolated structure at a distorted geometry, with ωB97M-V/def2-TZVPD.

Structure (XYZ):
```
72
C29H32N5O2PtS2Si ωB97M-V/def2-TZVPD
C 3.29 -0.20 1.06
H 1.90 -3.17 1.79
C 1.86 1.25 2.20
H 0.03 -5.21 0.38
H 0.00 8.48 -0.83
H 0.38 -3.19 -1.25
H 0.79 -4.20 4.59
C -2.14 -0.64 -4.33
C -1.17 -0.25 -2.16
C 4.42 0.46 1.61
H 2.74 2.79 3.40
N 2.38 -1.78 -0.26
C 4.22 1.51 2.46
S -1.19 1.99 0.50
C 2.67 -4.59 -3.31
C -1.10 -0.17 -3.55
H 0.83 1.52 2.40
H 5.40 0.10 1.35
C -2.02 8.63 -0.13
H -2.41 4.17 1.23
C -0.86 7.95 -0.45
H -4.10 -1.50 -4.34
H -2.76 -3.66 3.44
H -2.40 -2.22 2.51
H -0.06 3.00 -1.79
H -1.70 -2.44 4.10
C -3.11 7.95 0.39
H -0.67 4.63 -1.84
H -4.27 -1.54 -1.86
C 0.98 -2.61 1.99
C 3.75 -3.04 -1.82
C 2.92 1.95 2.75
N -1.85 4.49 0.45
N -0.54 3.77 -1.34
S 0.20 0.42 -1.30
C 0.41 -4.84 3.81
N 3.44 -1.20 0.21
C -3.38 -1.18 -2.35
H -2.08 9.70 -0.28
H -0.21 0.25 -4.01
C -0.87 -4.90 0.90
Si -0.47 -3.81 2.42
H 5.07 2.01 2.92
H 0.14 6.06 -0.47
C -1.97 -2.95 3.19
H 4.77 -4.18 -3.30
C 3.82 -3.95 -2.85
C -0.79 6.58 -0.27
C -3.04 6.58 0.57
H -2.04 -0.60 -5.41
H -0.32 -5.52 4.26
C 1.45 -4.32 -2.72
H 4.63 -2.56 -1.43
H -3.89 6.04 0.99
H 1.17 -1.94 2.83
H -4.00 8.49 0.66
C -2.32 -0.77 -1.55
C -1.89 5.89 0.22
C 2.50 -2.73 -1.24
C 1.35 -3.40 -1.70
H 1.22 -5.44 3.42
C -1.18 3.53 -0.19
O -3.65 -0.85 0.38
C -3.28 -1.14 -3.73
H 0.56 -4.83 -3.06
C -2.51 -0.92 -0.04
N 2.04 0.21 1.41
H -1.39 -5.80 1.20
H 2.74 -5.29 -4.13
Pt 0.53 -1.34 0.40
O -1.49 -1.16 0.69
H -1.51 -4.37 0.20
```

Output
**LUMO (alpha / beta)**: -5.6 / -5.6 eV
**Net charge**: +1
**Kohn-Sham gap (alpha / beta)**: 4.41 / 4.41 eV
**ΔE to the lowest compared entry with this formula, charge and spin**: 82.9 kcal/mol


Record 7
Computed, not measured: a 2-piece molecular cluster, C29H32NO overall at a distorted geometry, with ωB97M-V/def2-TZVPD.

Structure (XYZ):
```
63
C29H32NO ωB97M-V/def2-TZVPD
C 4.39 -2.92 -0.69
C -4.12 -2.50 -1.67
C -3.68 3.47 -1.39
C 1.90 -0.16 -1.02
C 6.89 -2.96 -0.79
H -1.79 0.84 1.81
H 6.73 -4.04 -0.81
H 1.95 0.86 -1.36
C 4.36 -0.16 -0.76
C 5.59 -2.23 -0.71
H 3.34 1.44 2.41
C -2.66 1.98 0.21
H 7.43 -2.69 -1.70
C 2.93 2.32 2.92
C 0.66 -0.77 -0.95
H -3.62 4.36 -1.99
H -1.73 3.73 -0.58
N 0.61 2.01 2.11
C 1.50 0.94 4.17
O 2.52 1.92 4.22
C -1.97 -2.11 -0.65
H -3.32 -3.66 -0.07
H 2.27 -2.84 -0.76
H 4.41 -4.00 -0.65
H -5.66 3.00 -2.00
C 3.14 -0.85 -0.80
H -5.52 -3.72 -2.73
H 1.91 0.05 3.69
H 2.06 3.16 1.11
C -2.74 -0.69 -2.44
H 4.35 0.92 -0.79
C -3.14 -2.83 -0.73
C -4.90 1.57 -0.60
H -6.25 -2.59 -1.58
C -4.83 2.71 -1.39
C 1.76 2.92 2.14
H -5.80 0.98 -0.61
H 1.26 0.67 5.21
C -0.51 -0.27 -1.47
H -0.12 2.91 0.36
C -5.40 -3.26 -1.75
C -1.74 -1.01 -1.50
C -3.84 1.21 0.19
H 0.63 -1.76 -0.55
C -1.58 1.61 1.10
C 0.26 1.44 3.42
H -3.90 0.33 0.80
H -5.45 -4.05 -1.00
H 7.52 -2.73 0.06
H -0.46 0.63 3.30
H -4.64 -1.19 -3.26
C 5.55 -0.83 -0.71
H 3.75 3.04 3.04
C -2.61 3.11 -0.60
H -0.24 2.22 4.00
H 1.44 3.85 2.61
H 6.48 -0.30 -0.68
C -3.89 -1.43 -2.52
C 3.18 -2.26 -0.73
H -2.57 0.13 -3.12
H -1.24 -2.38 0.09
H -0.49 0.67 -1.99
C -0.36 2.20 1.13
```

Output
**LUMO**: -5.3 eV
**Net charge**: +1
**Kohn-Sham gap**: 4.42 eV
**ΔE to the lowest compared entry with this formula, charge and spin**: 18.3 kcal/mol